(1)
DFT (ωB97M-V with the def2-TZVPD basis set) results for a structure of composition C28H56OsP2Si at a distorted geometry.

Last column: Löwdin spin population.
Geometry (Å):
C (-0.005, -1.333, -2.249)  0.019
H (1.108, -4.774, 0.327)  0.002
H (-4.413, 1.166, 0.389)  0.001
C (-2.243, 3.678, 2.450)  0.050
H (1.143, 1.993, 3.897)  0.000
H (0.734, 2.984, -1.750)  0.001
C (0.286, 0.117, -2.407)  0.033
C (-0.709, -2.541, 0.456)  0.242
H (-2.775, -2.578, -0.169)  0.010
C (-2.003, -1.619, 2.497)  -0.004
H (2.986, -3.176, 2.025)  0.009
C (2.084, -2.598, -2.976)  0.019
H (1.714, -0.104, 3.122)  0.007
H (2.624, -2.460, -3.917)  0.002
C (0.705, -2.704, 0.079)  0.071
H (-2.603, -0.382, -3.627)  0.000
H (-1.713, 0.355, 4.726)  0.000
C (-2.205, 1.255, 4.337)  -0.002
C (1.813, 3.303, 1.271)  0.023
C (2.733, -1.694, -1.954)  0.017
H (-3.586, -1.501, -2.646)  0.000
C (3.516, 1.209, 0.375)  0.014
C (0.308, 2.709, 3.901)  0.012
H (0.079, -0.226, 3.775)  0.003
H (1.250, -1.514, 4.108)  0.017
H (-0.638, 2.084, 0.488)  0.028
H (2.338, 2.331, -2.268)  0.001
C (0.521, -1.466, 2.069)  0.273
H (-3.229, 0.990, 4.033)  0.000
P (1.852, 1.932, 0.085)  0.095
H (0.550, -4.343, -1.276)  0.000
H (-2.037, -0.550, 2.765)  0.000
C (2.894, -2.213, 1.495)  0.021
C (0.950, 0.532, -3.685)  0.017
H (0.669, 3.667, 3.499)  0.000
H (-2.732, 2.837, -1.065)  0.002
H (-4.323, 0.027, -3.268)  0.018
H (-2.900, -1.874, 1.921)  0.000
C (-3.410, -0.443, -2.884)  0.077
H (2.206, -3.631, -2.625)  0.001
C (-4.396, 0.340, -0.334)  0.082
C (-0.772, -1.864, 1.688)  0.055
C (-0.954, 1.403, 1.307)  0.741
H (3.264, -1.429, 2.177)  0.000
H (3.896, 0.111, -2.125)  0.003
H (-1.947, 2.292, -2.569)  0.000
H (4.294, 1.794, -0.133)  0.003
Os (1.386, -0.679, -0.975)  0.883
H (-1.678, 4.317, 1.756)  0.000
H (3.666, 1.215, 1.470)  0.000
H (-3.178, 3.376, 1.958)  0.001
C (1.798, 2.884, -1.488)  0.007
C (2.445, 0.207, -3.717)  0.007
H (-2.049, -2.193, 3.439)  -0.001
H (2.439, 4.105, 0.850)  0.003
H (2.203, 2.984, 2.248)  0.000
H (2.681, -0.514, -4.518)  0.000
H (2.213, 3.882, -1.300)  0.001
C (-1.892, -3.245, -0.101)  0.041
C (0.570, -2.346, -3.224)  0.011
H (-3.734, 2.365, -2.489)  0.018
H (3.520, -2.252, 0.597)  0.005
H (0.768, 3.647, 1.343)  0.000
C (-2.821, 2.158, -1.922)  0.075
H (0.025, 2.888, 4.951)  0.001
C (0.895, -0.807, 3.338)  0.046
H (-2.283, 1.957, 5.187)  0.000
H (3.511, 0.158, 0.016)  0.002
H (3.502, -2.113, -1.304)  0.004
H (-2.477, 4.249, 3.352)  0.008
H (-1.040, -1.490, -1.950)  0.014
C (1.177, -4.000, -0.454)  0.006
H (-0.478, 0.820, -2.042)  0.012
H (2.219, -3.958, -0.752)  0.002
C (1.476, -1.963, 1.114)  0.134
H (-5.288, 0.369, -0.971)  0.018
H (0.026, -3.289, -3.062)  0.001
H (0.808, 1.619, -3.796)  0.001
H (-2.179, -4.063, 0.591)  0.015
Si (-1.264, 2.163, 2.964)  0.089
H (-4.354, -0.607, 0.219)  0.003
H (0.395, -2.107, -4.295)  0.000
C (2.897, -0.268, -2.338)  0.005
H (0.420, -0.012, -4.482)  0.002
P (-2.899, 0.428, -1.358)  0.566
H (2.999, 1.121, -3.978)  0.001
H (-1.641, 0.590, 0.876)  0.054
H (-1.706, -3.681, -1.089)  0.000

Results
- Energy above the lowest of the compared OMol25 structures with the same formula, charge and spin: 2.97 kcal per mole
- Multiplicity: 5
- LUMO level (alpha / beta): -5.9 / -9.5 eV
- Net charge: +2
- Expectation value of S²: 6.042

(2)
DFT (ωB97M-V with the def2-TZVPD basis set) results for a cluster of 2 separate species, C28H57BN3O5 in total at a distorted geometry.

Last column: Mulliken charge in e.
Geometry (Å):
H (-4.091, -0.445, -0.122)  0.192
C (4.671, 0.937, -1.304)  -0.664
H (0.698, 3.472, -2.286)  0.656
H (-8.407, 2.726, 2.257)  0.263
C (3.232, -1.401, 3.274)  -1.192
H (-5.564, -1.394, -2.576)  0.538
H (2.142, 3.910, 0.642)  0.257
H (4.457, -1.688, -2.283)  0.469
H (3.260, 2.187, 1.565)  0.520
H (-0.135, -1.164, -0.175)  0.074
H (3.790, -3.914, 3.194)  0.315
C (2.779, -3.920, 3.599)  -0.500
H (-0.476, 0.956, 2.230)  0.203
C (-1.766, -2.255, -1.127)  -0.982
H (-6.864, -0.029, -1.250)  0.340
C (-7.389, 2.376, 2.094)  -0.749
C (2.241, 3.108, -0.096)  -1.491
C (-4.735, -0.197, -0.973)  -0.084
C (0.059, 3.373, -1.403)  -1.475
H (4.850, -1.810, 1.904)  0.478
C (1.885, -4.915, 2.825)  -1.110
C (4.573, -1.643, -1.195)  -1.486
H (-6.317, 2.170, -0.370)  0.314
H (-6.400, -0.816, 0.246)  0.245
C (3.039, -2.291, 0.803)  0.114
H (-1.292, 4.995, 2.934)  0.365
O (0.340, -1.907, -4.339)  -0.800
H (-0.288, 4.348, -1.067)  0.278
H (2.451, -5.490, 2.094)  0.278
C (-0.520, 4.512, 2.335)  -1.350
H (1.100, -4.396, 2.272)  0.221
H (3.687, 0.736, -1.731)  0.368
N (0.791, 1.223, -1.016)  0.433
H (-0.049, 5.273, 1.712)  0.312
H (5.256, 1.423, -2.087)  0.493
H (1.375, -5.595, 3.506)  0.343
H (2.809, -4.283, 4.627)  0.468
C (-0.572, 1.197, -1.334)  -0.765
C (-2.256, -2.219, -2.560)  -0.203
H (-5.360, 1.443, 0.943)  0.351
C (-6.149, 0.009, -0.425)  -0.703
H (-3.709, -1.547, -3.921)  0.689
H (2.644, 3.571, -1.001)  0.536
C (-3.401, -1.260, -2.917)  -1.070
H (-4.577, -2.282, -1.442)  0.229
H (-1.399, -1.959, -3.187)  -0.792
H (-4.386, 0.739, -1.429)  0.322
N (-1.078, 2.451, -1.644)  -0.215
H (1.324, -2.377, 3.016)  0.241
H (-2.234, 0.212, -1.653)  -1.061
H (6.310, -0.449, -1.529)  0.433
B (-0.013, 2.381, 1.018)  0.235
C (4.568, 1.966, -0.157)  -1.393
H (2.676, 1.068, 0.371)  -0.268
H (3.484, -3.287, 0.752)  0.324
H (1.254, 1.220, -1.932)  0.292
C (-4.640, -1.338, -1.997)  -0.871
C (3.817, -1.463, 1.839)  0.466
H (-1.630, 3.792, 0.609)  0.258
H (-1.282, -3.202, -0.879)  0.387
O (-1.569, -1.605, -5.523)  -0.819
H (1.873, -2.276, 4.658)  0.491
H (5.144, -2.539, -0.931)  0.343
H (-6.971, 2.041, 3.051)  0.256
H (-6.775, 3.210, 1.741)  0.329
H (4.845, 2.960, -0.518)  0.504
C (-0.686, -1.187, -1.122)  -0.548
C (2.214, -2.484, 3.639)  -0.625
H (4.058, -1.483, 3.987)  0.300
H (-3.059, -0.225, -3.029)  0.685
H (5.720, -0.317, 0.111)  0.340
H (2.767, -0.430, 3.464)  0.357
H (-2.538, -2.121, -0.360)  0.345
H (-1.901, 2.848, 2.072)  0.333
H (0.056, -1.411, -1.896)  0.297
C (3.157, -1.710, -0.616)  0.918
N (-1.264, 0.134, -1.364)  1.827
C (5.400, -0.373, -0.931)  -0.743
H (3.881, -0.434, 1.482)  -0.479
H (2.598, -2.394, -1.261)  0.546
O (0.302, 1.288, 1.778)  -0.339
C (-0.568, -1.127, -4.843)  0.779
O (-0.575, 0.163, -4.530)  -0.770
C (3.176, 2.027, 0.488)  0.475
C (0.833, 2.567, -0.346)  0.902
H (5.287, 1.729, 0.631)  0.481
C (-1.140, 3.379, 1.492)  -0.223
H (-1.430, 2.462, -2.599)  0.333
C (-6.260, 1.320, 0.321)  -0.469
H (-2.586, -3.214, -2.864)  0.579
O (-7.402, 1.318, 1.164)  -0.376
H (2.632, -0.755, -0.670)  -1.138
H (1.975, -2.325, 1.031)  -0.236
H (0.224, 4.126, 3.035)  0.265

Results
- Energy above the lowest of the compared OMol25 structures with the same formula, charge and spin: 0.00 kcal per mole
- Multiplicity: 1
- LUMO level: 1.6 eV
- Net charge: -1

(3)
DFT (ωB97M-V with the def2-TZVPD basis set) results for a structure of composition C28H57F3MgN3O9S3 at a distorted geometry.

Last column: Mulliken charge in e.
Geometry (Å):
H (2.676, -1.308, 9.607)  0.357
S (8.871, -0.416, 3.429)  0.475
C (5.941, 0.659, -5.460)  0.282
C (-7.220, 4.419, -3.481)  0.771
H (0.181, 5.176, 1.591)  0.304
H (0.774, -9.352, -4.125)  0.265
C (-7.553, -3.450, -1.481)  0.818
H (2.771, -8.810, -2.319)  0.295
C (0.491, -0.544, 7.383)  -0.911
H (1.080, -0.388, -5.453)  0.199
H (-2.885, 0.094, 1.797)  0.390
C (-0.688, 4.945, -3.679)  -1.035
H (0.839, -7.559, -4.117)  0.326
H (-8.310, -2.157, -2.729)  0.288
C (1.497, -0.150, 0.917)  0.086
H (1.790, 0.249, 9.431)  0.302
H (-5.857, 3.037, -2.469)  0.327
H (-6.536, -5.297, -1.990)  0.296
H (6.879, 1.193, -3.664)  0.249
C (1.699, -1.669, 0.734)  0.770
H (-1.195, -0.506, 0.512)  0.326
F (0.788, -2.099, -0.160)  -0.244
C (-8.712, -2.545, -1.793)  -1.018
N (-2.636, -5.518, 6.109)  -0.375
O (2.856, 0.753, 6.699)  -0.649
H (7.420, -2.302, 2.878)  0.298
C (-6.318, 4.752, -4.555)  -0.989
F (1.719, -2.465, 1.823)  -0.233
H (0.405, -1.727, -6.531)  0.242
C (2.604, -0.371, 9.055)  -0.911
N (-1.917, -0.387, -5.135)  -0.370
H (0.031, -0.705, 8.358)  0.355
H (-2.649, -5.366, 3.069)  0.210
C (0.552, -8.547, -2.255)  0.693
O (0.389, 0.092, 1.814)  -0.306
Mg (4.916, 2.928, 4.031)  1.257
H (-0.751, -8.430, -3.849)  0.298
H (-0.252, 6.743, 1.388)  0.386
O (1.300, 6.157, -4.173)  -0.524
H (2.048, -7.201, -1.805)  0.276
O (-6.835, -3.384, -0.501)  -0.560
C (2.027, -8.287, -1.718)  -0.959
H (7.912, -2.423, 4.567)  0.320
H (0.261, 0.445, 6.987)  0.286
C (0.117, 6.203, -4.009)  0.782
H (-1.629, 7.597, -4.493)  0.317
C (-0.934, -0.361, 1.561)  -0.122
C (0.331, -8.440, -3.725)  -0.924
C (-2.785, -6.272, 3.659)  -0.752
C (8.263, -2.192, 3.561)  -0.932
H (1.782, 8.485, 4.598)  0.338
O (-0.351, -9.023, -1.543)  -0.565
H (-1.435, 4.786, -4.457)  0.304
C (-2.699, -5.876, 5.010)  0.375
H (-1.846, 0.773, 3.068)  0.292
C (0.596, 6.169, 1.762)  -0.915
H (0.613, 0.000, -7.136)  0.294
H (-3.787, -6.557, 3.339)  0.275
H (-0.994, -1.275, 2.151)  0.271
C (6.219, 0.426, -4.070)  -0.653
H (1.208, 0.186, -0.079)  0.306
C (-6.573, 3.834, -2.272)  -1.026
C (8.990, -0.447, 1.549)  -0.920
H (8.926, -3.009, 3.275)  0.382
O (2.530, 0.656, 1.394)  -0.540
H (-8.819, -1.860, -0.952)  0.270
H (-8.232, -5.144, -2.767)  0.329
H (-5.413, 5.247, -4.204)  0.284
H (2.181, -8.542, -0.669)  0.295
H (0.035, -1.314, 6.761)  0.352
C (-7.331, -4.664, -2.384)  -1.059
H (3.528, 0.151, 9.305)  0.328
O (2.184, 5.504, 3.800)  -0.642
H (-6.140, 4.712, -1.792)  0.278
O (7.701, 0.512, 3.624)  -0.613
H (0.004, 8.248, -4.607)  0.350
H (5.222, 0.538, -3.646)  0.202
F (2.913, -1.797, 0.133)  -0.249
H (-0.114, 4.019, -3.719)  0.294
H (2.580, 8.085, 3.194)  0.308
H (6.677, -0.535, -3.838)  0.266
O (-8.433, 4.646, -3.537)  -0.573
H (-1.935, 1.560, 1.448)  0.303
H (-6.122, 3.851, -5.137)  0.283
S (2.366, -0.612, 7.281)  0.489
H (-6.782, 5.507, -5.190)  0.319
H (-1.293, 5.075, -2.782)  0.299
N (5.877, 0.770, -6.609)  -0.346
C (-0.893, -0.572, -5.624)  0.230
H (-0.639, 8.100, -3.145)  0.280
H (-7.305, 3.507, -1.533)  0.326
S (0.907, 6.358, 3.579)  0.474
H (8.084, -0.571, 0.956)  0.310
H (9.600, 0.368, 1.159)  0.341
C (-0.624, 7.533, -4.076)  -1.069
H (-6.983, -4.293, -3.348)  0.314
C (1.576, 8.057, 3.617)  -0.919
H (1.455, 6.470, 1.164)  0.324
H (0.886, 8.725, 3.102)  0.334
H (9.628, -1.324, 1.439)  0.330
C (0.438, -0.664, -6.289)  -0.593
H (-2.150, -7.119, 3.398)  0.268
H (-9.633, -3.095, -1.989)  0.323
C (-1.949, 0.617, 1.995)  -1.291

Results
- Energy above the lowest of the compared OMol25 structures with the same formula, charge and spin: 298.09 kcal per mole
- Multiplicity: 1
- LUMO level: -7.7 eV
- Net charge: +1